Computed, not measured: 10 unconnected molecules or ions with the total composition C40H60N10 at a distorted geometry, with ωB97M-V/def2-TZVPD.

```
110
C40H60N10 (ωB97M-V/def2-TZVPD)
C -6.0442 1.9520 4.8032
C -5.0801 0.9054 4.2423
C -5.6060 0.1792 2.9591
C -6.7468 -0.7402 3.1978
N -7.6621 -1.4754 3.3343
H -7.0660 1.5828 4.8902
H -6.2161 2.7705 4.1041
H -5.6560 2.3125 5.7558
H -4.6206 0.2266 4.9608
H -4.2882 1.6463 4.1320
H -4.8375 -0.3105 2.3611
H -5.8891 0.9032 2.1950
C 7.7083 -2.6704 3.2773
C 6.4840 -3.1214 4.1951
C 5.1998 -3.4877 3.3901
C 4.0700 -4.0495 4.1759
N 3.2628 -4.5580 4.8669
H 8.5762 -2.3824 3.8705
H 7.4732 -1.7796 2.6947
H 8.0454 -3.4343 2.5767
H 6.1613 -2.3613 4.9065
H 6.7003 -3.9522 4.8667
H 5.3568 -4.2577 2.6349
H 4.8376 -2.6507 2.7932
C 5.0776 -2.5166 -2.8590
C 6.5257 -3.0442 -2.6707
C 7.7111 -2.4229 -3.5188
C 7.4831 -2.2834 -4.9448
N 7.3442 -2.2213 -6.0705
H 4.4414 -3.0122 -2.1257
H 4.6277 -2.8086 -3.8079
H 4.9654 -1.4338 -2.8032
H 6.4051 -4.0863 -2.9668
H 6.7587 -3.0731 -1.6063
H 8.5319 -3.1230 -3.3629
H 8.0742 -1.4578 -3.1653
C -5.1770 -4.1008 -6.7021
C -4.2793 -5.3309 -7.1005
C -3.6172 -6.0831 -5.9799
C -2.9489 -5.2863 -5.0252
N -2.4212 -4.5709 -4.3155
H -5.8952 -4.3962 -5.9372
H -5.6841 -3.6497 -7.5550
H -4.5574 -3.3747 -6.1758
H -3.5228 -4.9828 -7.8038
H -4.8494 -6.0083 -7.7363
H -2.8919 -6.7722 -6.4124
H -4.3157 -6.6882 -5.4019
C -5.6126 5.5851 -0.0845
C -4.1244 5.4562 0.2580
C -3.3385 4.8365 -0.9002
C -3.3667 5.5595 -2.1939
N -3.2993 6.1360 -3.2069
H -5.8313 6.2285 -0.9368
H -6.0370 6.1000 0.7773
H -6.1374 4.6514 -0.2866
H -4.0020 4.8597 1.1620
H -3.7139 6.4081 0.5949
H -3.5836 3.7773 -0.9785
H -2.2894 4.8556 -0.6049
N 6.4991 3.8616 5.1660
C 5.6402 2.8375 5.4728
C 5.0198 2.4150 4.3049
C 5.5862 3.2287 3.2714
C 6.3824 4.2431 3.8487
H 7.0795 4.3594 5.8258
H 5.6812 2.5262 6.5062
H 4.3130 1.6118 4.1579
H 5.3572 3.1211 2.2215
H 6.9461 5.0674 3.4375
N -1.1330 1.8071 -6.7613
C -1.4042 0.6780 -7.4539
C -1.4187 1.0366 -8.7505
C -0.9309 2.3146 -8.8717
C -0.7969 2.8045 -7.6205
H -1.1553 1.8599 -5.7529
H -1.7064 -0.1998 -6.9022
H -1.5348 0.3159 -9.5464
H -0.7374 2.8614 -9.7827
H -0.5017 3.7552 -7.2016
N -5.8172 -6.3554 8.2748
C -5.7445 -5.7531 7.0285
C -4.5023 -5.9233 6.5208
C -3.7085 -6.5903 7.4811
C -4.5635 -6.8824 8.5377
H -6.6231 -6.4293 8.8790
H -6.5244 -5.2825 6.4482
H -4.0396 -5.5131 5.6353
H -2.6849 -6.9251 7.5629
H -4.4356 -7.4103 9.4712
N -0.4431 -1.1718 0.4641
C -0.4156 -1.4893 1.7438
C -0.1005 -0.3235 2.3781
C 0.0419 0.7098 1.4269
C -0.0616 0.1120 0.1989
H -0.5019 -1.8450 -0.2865
H -0.5864 -2.5163 2.0309
H 0.0136 -0.1226 3.4331
H 0.2134 1.7459 1.6792
H 0.0051 0.5314 -0.7941
N 1.6025 7.9517 -1.4743
C 2.3211 6.8392 -1.2123
C 2.8690 6.4360 -2.4096
C 2.7298 7.4512 -3.3294
C 1.8355 8.3219 -2.7751
H 1.0275 8.4425 -0.8046
H 2.2747 6.3172 -0.2679
H 3.4234 5.5578 -2.7060
H 3.2350 7.4228 -4.2835
H 1.3621 9.2145 -3.1568
```

Output
**Largest force on an atom**: 4.130 eV Å⁻¹
**Charge**: 0
**HOMO energy**: -8.1 eV
**Electronic energy**: -57348.406 eV
**Energy relative to the best compared isomer or geometry (same formula, charge and spin)**: 0.150 eV
**Orbital gap**: 8.130 eV

---

Computed, not measured: 10 unconnected molecules or ions with the total composition C40H60O20 at a distorted geometry, with ωB97M-V/def2-TZVPD.

```
120
C40H60O20 (ωB97M-V/def2-TZVPD)
O -3.9569 -7.5342 -0.5066
C -3.1980 -6.6580 -0.8277
O -1.9512 -6.6154 -0.3809
C -1.1573 -5.7266 -1.1905
C -2.0956 -4.7277 -1.7971
C -3.4542 -5.5073 -1.7939
H -0.6981 -6.3726 -1.9427
H -0.3535 -5.3383 -0.5684
H -1.8001 -4.4558 -2.8120
H -2.1632 -3.7452 -1.3293
H -3.5755 -5.9628 -2.7753
H -4.2910 -4.9312 -1.4113
O -7.0882 -0.6286 -2.7728
C -6.2595 -1.1254 -3.4886
O -6.3911 -1.4195 -4.7928
C -5.0491 -1.4123 -5.3949
C -4.2291 -2.0562 -4.2655
C -4.8734 -1.4639 -3.0125
H -4.9864 -0.3406 -5.5866
H -5.1378 -2.0898 -6.2399
H -3.2083 -1.6631 -4.3024
H -4.2196 -3.1350 -4.3922
H -4.4104 -0.5348 -2.6736
H -4.8931 -2.1342 -2.1556
O 1.4835 -2.6421 3.3613
C 1.7373 -2.8215 4.5108
O 2.9932 -2.7143 5.0124
C 3.0854 -3.1150 6.3941
C 1.9410 -4.0343 6.5338
C 0.8783 -3.3518 5.6438
H 3.0153 -2.2782 7.0921
H 4.0453 -3.6191 6.4845
H 1.4699 -4.2315 7.4993
H 2.1073 -5.0525 6.1757
H 0.3213 -2.5624 6.1489
H 0.1653 -4.0472 5.2027
O 1.4791 2.7374 -4.6137
C 0.4622 2.0936 -4.6134
O 0.0445 1.4715 -5.6982
C -1.2650 0.9306 -5.5417
C -1.4984 0.8515 -4.0592
C -0.4589 1.7777 -3.4174
H -1.3388 -0.0611 -5.9908
H -1.8888 1.6190 -6.1178
H -1.3314 -0.1830 -3.7470
H -2.5325 1.0298 -3.7685
H 0.3053 1.2478 -2.8348
H -0.7976 2.5913 -2.7854
O 6.4730 0.1914 -1.0487
C 5.8761 0.1157 -0.0136
O 6.4432 -0.2260 1.1526
C 5.4628 -0.1214 2.1869
C 4.0675 -0.0660 1.5392
C 4.4612 0.6159 0.2041
H 5.6370 0.8628 2.6307
H 5.5181 -0.9159 2.9278
H 3.5163 0.6229 2.1781
H 3.5756 -1.0245 1.4029
H 4.4386 1.7057 0.2487
H 3.7199 0.3655 -0.5538
O 2.1125 -1.3581 -2.1051
C 2.7079 -1.4076 -3.1577
O 3.0712 -2.5692 -3.7024
C 3.8769 -2.4328 -4.8744
C 4.0962 -0.9026 -4.9026
C 2.9143 -0.2788 -4.1309
H 3.2614 -2.6441 -5.7539
H 4.7555 -3.0681 -4.8516
H 4.1078 -0.4590 -5.9012
H 5.0333 -0.6060 -4.4287
H 2.0329 -0.0565 -4.7299
H 3.1983 0.6381 -3.6216
O 0.4438 1.9571 4.4214
C 1.0872 1.8868 5.4273
O 1.1473 2.8252 6.3851
C 2.0547 2.4129 7.4557
C 2.9930 1.3965 6.7701
C 2.0498 0.7815 5.7428
H 1.6051 1.9462 8.3315
H 2.5760 3.3072 7.7845
H 3.4489 0.8038 7.5610
H 3.7719 1.9359 6.2286
H 1.5539 -0.0584 6.2372
H 2.5943 0.4305 4.8705
O -3.1035 4.1928 -4.4321
C -3.3819 4.2002 -3.2769
O -2.4480 4.3784 -2.2914
C -3.0252 4.1610 -0.9888
C -4.4732 3.7536 -1.1868
C -4.7422 3.8002 -2.6754
H -2.9143 5.0700 -0.3986
H -2.4841 3.3227 -0.5534
H -5.1701 4.3635 -0.6134
H -4.4909 2.7771 -0.6994
H -5.4371 4.6042 -2.9141
H -5.0725 2.8707 -3.1301
O -2.3313 0.7943 -1.1416
C -1.4691 0.3617 -0.4272
O -1.4329 0.8001 0.8500
C -0.6242 -0.0514 1.6971
C 0.2698 -0.7216 0.6926
C -0.5927 -0.9161 -0.5413
H -1.2509 -0.6735 2.3405
H -0.1442 0.5900 2.4391
H 0.4899 -1.7329 1.0469
H 1.2283 -0.2526 0.4853
H -1.3444 -1.6895 -0.3757
H -0.1003 -0.9265 -1.5063
O -2.2219 4.3060 2.2310
C -1.1358 4.8216 2.1918
O -0.8481 5.8637 2.9736
C 0.5494 6.0166 3.1855
C 1.2336 4.8265 2.5156
C 0.1638 4.2249 1.6049
H 0.7753 5.9582 4.2524
H 0.9677 6.9629 2.8483
H 1.7875 4.1996 3.2053
H 1.9751 5.3775 1.9269
H 0.0910 3.1477 1.7254
H 0.0416 4.5537 0.5711
```

Output
**Largest force on an atom**: 2.962 eV Å⁻¹
**Charge**: 0
**HOMO energy**: -9.9 eV
**Electronic energy**: -83402.955 eV
**Energy relative to the best compared isomer or geometry (same formula, charge and spin)**: 2.230 eV
**Orbital gap**: 9.833 eV

---

Computed, not measured: 10 unconnected molecules or ions with the total composition C40H60O30 at a distorted geometry, with ωB97M-V/def2-TZVPD.

```
130
C40H60O30 (ωB97M-V/def2-TZVPD)
C 3.3291 -6.5469 2.4798
C 3.5400 -5.0942 2.0689
C 2.4990 -4.6711 0.9444
O 1.4846 -3.9785 1.6499
C 1.8884 -3.7366 2.8995
O 1.3238 -3.0473 3.6741
O 3.0867 -4.2864 3.2022
H 2.3488 -6.7587 2.9067
H 3.9224 -6.6163 3.3915
H 3.6636 -7.3592 1.8346
H 4.5509 -4.9201 1.7003
H 2.2704 -5.5660 0.3655
H 3.1167 -4.0336 0.3119
C 3.2880 1.2897 -2.1945
C 4.6793 0.5832 -1.9684
C 5.8550 1.4461 -1.9190
O 6.7168 0.6498 -1.1029
C 5.8704 -0.0318 -0.2534
O 6.1610 -0.8117 0.6516
O 4.6272 0.2194 -0.6015
H 3.1643 1.8446 -3.1245
H 3.3064 2.0590 -1.4226
H 2.5457 0.5145 -2.0044
H 4.8117 -0.2926 -2.6037
H 5.8022 2.3999 -1.3941
H 6.2691 1.6596 -2.9044
C -6.1660 2.6142 3.0318
C -5.2657 2.0313 2.0097
C -4.4841 0.8633 2.3570
O -4.3591 0.0439 1.2257
C -5.3235 0.3030 0.4327
O -5.6907 -0.3657 -0.3890
O -5.9542 1.4524 0.8992
H -6.5471 3.6090 2.8012
H -5.5636 2.7385 3.9317
H -7.1017 2.0721 3.1686
H -4.4855 2.7133 1.6716
H -5.0445 0.3209 3.1185
H -3.5325 1.1498 2.8047
C -2.4773 -3.9934 -4.1002
C -1.7434 -2.7676 -4.6897
C -2.3386 -1.4899 -4.2334
O -1.1336 -0.7990 -3.7567
C -0.0910 -1.4999 -4.0246
O 1.0393 -1.0636 -3.9007
O -0.4278 -2.5853 -4.7607
H -3.1131 -4.4101 -4.8814
H -3.0838 -3.6371 -3.2675
H -1.7297 -4.6990 -3.7379
H -1.9254 -3.0547 -5.7254
H -3.0797 -1.5185 -3.4346
H -2.6142 -0.9998 -5.1672
C 3.5637 4.2146 2.0881
C 3.1770 4.5593 3.5321
C 2.4842 3.3807 4.2740
O 3.6297 2.7876 4.8589
C 4.5235 3.8443 5.1423
O 5.5476 3.9294 5.9300
O 4.3322 4.7720 4.2560
H 4.0313 3.2337 2.0019
H 4.3944 4.8877 1.8760
H 2.8510 4.4098 1.2869
H 2.7199 5.5358 3.6922
H 1.9385 2.8510 3.4932
H 1.8338 3.5409 5.1340
C 3.3528 -3.0623 -5.2541
C 3.4014 -4.2596 -4.2463
C 2.8446 -3.9549 -2.8280
O 2.2773 -5.2263 -2.5322
C 1.9707 -5.9249 -3.7080
O 1.4538 -7.0683 -3.9316
O 2.3961 -5.1573 -4.7739
H 2.3830 -2.5670 -5.2084
H 3.6948 -3.3886 -6.2363
H 4.0013 -2.3483 -4.7464
H 4.3747 -4.7494 -4.2793
H 2.1452 -3.1212 -2.8910
H 3.5630 -3.5945 -2.0917
C -2.4343 -4.2796 2.3436
C -1.6065 -4.9500 1.2718
C -1.2301 -6.4542 1.4732
O -1.4354 -6.9594 0.1262
C -2.2171 -6.1693 -0.4924
O -2.7486 -6.4595 -1.5071
O -2.2522 -5.0246 0.0734
H -3.3744 -4.7859 2.5625
H -2.7728 -3.2676 2.1212
H -1.8992 -4.2762 3.2932
H -0.7501 -4.2871 1.1486
H -1.7772 -6.9016 2.3030
H -0.1495 -6.5596 1.5687
C -1.0511 7.0500 2.2367
C -1.4233 6.1311 3.4069
C -2.8297 5.6507 3.4067
O -2.5361 4.3216 3.5124
C -1.2361 3.9921 3.5322
O -0.7862 2.9203 3.8471
O -0.5293 5.1133 3.3067
H -1.0043 6.4842 1.3062
H -0.1460 7.6271 2.4258
H -1.7757 7.8549 2.1132
H -1.3345 6.6538 4.3593
H -3.1855 5.9850 2.4322
H -3.4480 5.8367 4.2849
C -1.3711 -1.2300 0.1361
C -1.0034 -0.0065 0.9950
C 0.3516 0.7165 1.0263
O 0.0970 2.1412 0.7655
C -1.2295 2.2559 0.4626
O -1.9143 3.2436 0.3060
O -1.8782 1.0808 0.5198
H -2.3230 -1.6625 0.4440
H -0.5807 -1.9780 0.1981
H -1.4186 -1.2538 -0.9526
H -1.1341 -0.1832 2.0626
H 1.0661 0.3112 0.3098
H 0.7891 0.6363 2.0214
C -1.5456 5.7376 -2.6592
C -2.0601 4.3248 -2.6895
C -3.4844 4.2861 -2.0385
O -4.2884 4.3419 -3.2812
C -3.6208 4.0831 -4.3806
O -4.0293 3.8187 -5.4525
O -2.3113 4.0608 -4.0427
H -0.5178 5.7640 -3.0212
H -1.5065 5.9475 -1.5903
H -2.1814 6.4940 -3.1195
H -1.2487 3.6926 -2.3289
H -3.6841 5.2248 -1.5215
H -3.8101 3.4390 -1.4349
```

Output
**Largest force on an atom**: 7.736 eV Å⁻¹
**Charge**: 0
**HOMO energy**: -10.6 eV
**Electronic energy**: -103873.314 eV
**Energy relative to the best compared isomer or geometry (same formula, charge and spin)**: 8.436 eV
**Orbital gap**: 10.640 eV

---

Computed, not measured: 10 unconnected molecules or ions with the total composition C40H60O30 at a distorted geometry, with ωB97M-V/def2-TZVPD.

```
130
C40H60O30 (ωB97M-V/def2-TZVPD)
C 5.8033 -7.6180 -0.8990
C 6.7829 -6.5674 -1.3592
C 7.8095 -6.0733 -0.3473
O 9.0314 -6.0478 -1.0609
C 8.8857 -6.7476 -2.2126
O 9.7988 -7.0854 -2.9161
O 7.6477 -7.1126 -2.3688
H 5.4489 -8.2596 -1.7058
H 4.9283 -7.1943 -0.4061
H 6.3454 -8.3033 -0.2474
H 6.3721 -5.6873 -1.8540
H 7.9762 -6.7871 0.4595
H 7.6156 -5.0726 0.0388
C -10.5850 -4.7889 2.1485
C -9.9199 -3.4603 2.4712
C -10.2787 -2.9395 3.8165
O -9.0218 -2.7555 4.3826
C -8.0397 -3.1901 3.6704
O -6.8242 -3.0543 3.9949
O -8.5502 -3.6582 2.5239
H -10.3442 -5.6624 2.7544
H -10.2438 -5.0008 1.1352
H -11.6712 -4.7171 2.0923
H -10.3398 -2.7565 1.7526
H -10.8842 -3.5756 4.4621
H -10.7678 -1.9796 3.6505
C -4.0044 -7.9605 -8.7550
C -3.6196 -8.3564 -7.3142
C -2.4946 -9.3490 -7.1612
O -1.6437 -8.7408 -6.2605
C -1.9667 -7.4228 -6.1533
O -1.4327 -6.5838 -5.4336
O -3.0649 -7.2038 -6.7820
H -3.1582 -7.9197 -9.4408
H -4.3473 -6.9259 -8.7659
H -4.7814 -8.6008 -9.1727
H -4.5011 -8.6156 -6.7277
H -2.0746 -9.5915 -8.1374
H -2.9328 -10.2431 -6.7176
C 0.5055 4.2100 -8.9043
C 0.8234 3.5830 -7.5411
C -0.1575 2.5645 -7.0210
O 0.6728 1.4860 -6.7496
C 1.9025 1.6812 -7.1357
O 2.8468 0.9462 -7.0183
O 2.0036 2.8829 -7.5932
H 1.3134 4.7991 -9.3383
H -0.3174 4.8695 -8.6286
H 0.1913 3.4338 -9.6021
H 0.9737 4.3788 -6.8116
H -0.8663 2.3052 -7.8074
H -0.7066 2.8475 -6.1229
C -0.9902 13.6851 -4.5255
C -0.1958 12.5170 -3.9885
C -0.1800 12.5057 -2.4369
O -0.5083 11.1490 -2.1183
C -0.9272 10.5255 -3.2212
O -1.2604 9.3976 -3.2418
O -0.8598 11.3142 -4.2586
H -1.9675 13.6079 -4.0491
H -1.1001 13.6861 -5.6099
H -0.6590 14.6450 -4.1294
H 0.8382 12.4612 -4.3288
H -0.9480 13.1662 -2.0346
H 0.8176 12.6986 -2.0423
C 0.4709 2.0640 1.8187
C 0.4649 0.5607 1.6051
C 1.1452 0.0550 0.3941
O 1.9042 -1.0736 0.8201
C 1.9872 -1.0338 2.1246
O 2.7225 -1.7708 2.8512
O 1.2803 -0.0305 2.6012
H -0.0430 2.6488 1.0558
H 1.5110 2.3899 1.8238
H 0.0786 2.4324 2.7666
H -0.5727 0.2469 1.7193
H 1.8273 0.7575 -0.0848
H 0.3821 -0.2636 -0.3160
C -7.7937 0.6980 -5.4314
C -7.6769 0.3309 -3.8978
C -6.4388 -0.3414 -3.4200
O -6.1832 0.2246 -2.1720
C -6.8821 1.3975 -2.1197
O -6.7645 2.2980 -1.3078
O -7.7247 1.4680 -3.1086
H -6.8611 1.1340 -5.7896
H -8.6733 1.3375 -5.5050
H -8.1256 -0.2100 -5.9348
H -8.5199 -0.2948 -3.6045
H -5.5486 -0.2985 -4.0476
H -6.5947 -1.3928 -3.1783
C -2.8807 10.3847 5.0600
C -4.0465 10.8157 4.1695
C -4.8332 9.6412 3.5265
O -6.1510 9.8975 4.0025
C -6.1971 10.8035 4.8397
O -7.1859 11.1968 5.4466
O -5.0163 11.4261 4.9484
H -3.1963 9.7818 5.9115
H -2.3668 11.3230 5.2688
H -2.1945 9.7921 4.4550
H -3.7518 11.5064 3.3794
H -4.4877 8.6716 3.8851
H -4.6734 9.6628 2.4485
C 7.2232 -9.1285 9.8147
C 6.5150 -9.8817 8.7267
C 6.7423 -9.3661 7.2877
O 6.9611 -10.4686 6.5212
C 7.1956 -11.5621 7.2979
O 7.5018 -12.6590 6.9196
O 7.0384 -11.2226 8.6217
H 7.1661 -9.5756 10.8072
H 6.7605 -8.1515 9.9551
H 8.2663 -8.8687 9.6343
H 5.5142 -10.1772 9.0417
H 7.6416 -8.7516 7.3287
H 5.8777 -8.7562 7.0258
C 10.2811 2.4200 5.4142
C 9.3083 2.2731 6.6035
C 7.8741 1.8027 6.2468
O 7.7869 0.5312 6.9585
C 8.9394 0.3071 7.6641
O 9.0615 -0.5714 8.5546
O 9.8500 1.2732 7.4034
H 11.2956 2.1984 5.7456
H 10.2984 3.4352 5.0177
H 10.1277 1.7100 4.6016
H 9.2311 3.1452 7.2528
H 7.8893 1.5733 5.1814
H 7.0645 2.4965 6.4733
```

Output
**Largest force on an atom**: 7.200 eV Å⁻¹
**Charge**: 0
**HOMO energy**: -10.4 eV
**Electronic energy**: -103875.814 eV
**Energy relative to the best compared isomer or geometry (same formula, charge and spin)**: 5.937 eV
**Orbital gap**: 10.538 eV